This record from the Open Molecules 2025 dataset describes a structure of composition C26H38FN6O8Pt. The level of theory is ωB97M-V/def2-TZVPD.

```
80
C26H38FN6O8Pt, DFT ωB97M-V/def2-TZVPD
Pt 4.0535 3.2628 -0.3263
F 2.5965 0.2467 1.0711
O 3.9749 0.6518 -4.2850
C 3.4939 -0.3472 -4.8682
N 3.3665 -1.4383 -4.1418
C 3.0623 -0.3979 -6.3352
H 3.5379 -1.1944 -3.1769
H 3.2250 -2.3677 -4.5111
H 2.7901 -1.4278 -6.5665
H 3.8824 -0.2460 -7.0369
H 2.2422 0.3014 -6.4978
O -3.5130 2.0396 6.5822
C -2.4467 2.3995 7.1027
N -2.2574 3.0480 8.2442
C -1.1528 2.1896 6.4014
H -1.3167 2.9949 8.6079
H -3.1155 3.1343 8.7699
H -0.7566 3.1833 6.1926
H -1.4425 1.7386 5.4522
H -0.4110 1.4912 6.7888
O 7.9964 0.5647 0.5538
C 8.5312 -0.5652 0.6606
N 7.7668 -1.5560 1.0668
C 9.9657 -0.8082 0.8080
H 6.7851 -1.3367 1.1574
H 8.0829 -2.4994 1.2407
H 10.4986 0.1247 0.9917
H 10.3349 -1.1377 -0.1632
H 10.2736 -1.4339 1.6458
O -0.7142 4.5605 -0.7001
C -1.8228 4.8592 -0.9293
N -2.1490 5.0466 -2.1679
C -2.8878 5.1417 0.1072
H -3.0607 5.4494 -2.3310
H -1.4694 4.8187 -2.8795
H -2.5818 6.0948 0.5385
H -2.9456 4.3822 0.8869
H -3.8678 5.2144 -0.3645
O 4.3818 4.0759 4.5376
C 4.8477 3.5595 5.5938
N 4.8838 2.2506 5.8937
C 5.3571 4.4907 6.6696
H 4.3646 1.7693 5.1733
H 4.8086 2.0011 6.8695
H 5.6406 3.9510 7.5732
H 4.6581 5.3222 6.7602
H 6.3218 4.9575 6.4711
O 2.4405 -7.1623 1.9650
C 2.5467 -5.8991 2.2477
N 2.0910 -5.0352 1.4158
C 3.3199 -5.3931 3.5075
H 1.5444 -5.3819 0.6404
H 2.0827 -4.0502 1.6391
H 2.6366 -5.4862 4.3516
H 3.6869 -4.3676 3.5484
H 4.1318 -6.1204 3.5102
C -6.1329 -0.0970 -7.4049
C -7.3368 -0.8084 -7.4391
C -7.7186 -1.6896 -6.4430
C -6.8401 -1.7977 -5.3229
C -5.7014 -1.0264 -5.2006
C -5.3099 -0.1720 -6.2597
C -4.7037 -1.3811 -4.1416
O -3.5435 -0.9801 -4.1125
C -5.3200 -1.8829 -2.8512
C -4.7232 -1.5524 -1.6502
C -5.2733 -1.9330 -0.3897
C -6.4202 -2.7597 -0.4405
C -7.0702 -3.1182 -1.6794
C -6.5738 -2.5479 -2.8807
C -7.3092 -2.7321 -4.1822
O -8.2977 -3.4468 -4.2587
H -5.9110 0.5098 -8.2704
H -8.0586 -0.3532 -8.1011
H -8.5101 -2.4198 -6.5251
H -4.2988 0.2077 -6.2650
H -3.7502 -1.0945 -1.5503
H -4.6709 -1.8565 0.5034
H -6.8092 -3.0879 0.5121
H -8.0107 -3.6436 -1.6032
```

Computed properties:
E_HOMO (alpha / beta): -10.792 / -10.792 eV
E_LUMO (alpha / beta): -7.5 / -7.9 eV
total energy: -58848.5768 eV
gap between HOMO and LUMO (alpha / beta): 3.279 / 2.884 eV
spin multiplicity: 3
charge: +1

***

This record from the Open Molecules 2025 dataset describes a structure of composition C26H38INSSi4Ti. The level of theory is ωB97M-V/def2-TZVPD.

```
72
C26H38INSSi4Ti, DFT ωB97M-V/def2-TZVPD
Ti -1.1154 0.1252 -0.6383
I -1.7015 0.5778 2.1110
C -2.4219 -1.3751 2.2985
C -2.7806 -1.8933 3.5057
C -3.3001 -3.2059 3.5481
C -3.4559 -3.9300 2.3997
C -3.0852 -3.3860 1.1455
C -3.2722 -4.0936 -0.0704
C -2.9300 -3.5426 -1.2726
C -2.3413 -2.2581 -1.3070
C -2.1197 -1.5348 -0.1527
C -2.5321 -2.0880 1.0890
H -2.6826 -1.3210 4.4185
H -3.5880 -3.6272 4.5012
H -3.8739 -4.9277 2.4400
H -3.7100 -5.0834 -0.0285
H -3.0951 -4.0840 -2.1939
H -2.0528 -1.8724 -2.2821
S -4.3918 3.1712 -1.6408
C -3.4667 1.7586 -1.6041
N -2.2838 1.8462 -1.0368
C -2.0645 3.1437 -0.5637
C -0.9273 3.5851 0.1104
C -0.8843 4.8985 0.5239
C -1.9546 5.7703 0.2709
C -3.0832 5.3436 -0.3945
C -3.1272 4.0121 -0.8082
H -3.8437 0.8331 -2.0202
H -0.0932 2.9158 0.2893
H -0.0132 5.2685 1.0477
H -1.8924 6.7974 0.6028
H -3.9046 6.0196 -0.5878
C 0.8631 -3.4944 -0.8451
Si 1.6619 -2.3533 0.3943
C 3.5225 -2.4666 0.2651
C 1.0708 -2.7320 2.1199
Si 1.1739 -0.0202 0.0201
Si 2.8046 1.3289 1.1302
C 3.0159 0.5438 2.8073
C 4.3396 1.2244 0.0718
C 2.2836 3.1090 1.3407
Si 1.1073 0.5629 -2.3891
C -0.5034 0.0620 -3.2631
C 1.3482 2.3984 -2.5869
C 2.5457 -0.4298 -3.0245
H 1.3394 -4.4754 -0.7653
H 0.9777 -3.1616 -1.8784
H -0.1976 -3.6270 -0.6368
H 3.8008 -3.5052 0.4680
H 4.0393 -1.8427 0.9941
H 3.8905 -2.2188 -0.7311
H 1.3957 -3.7397 2.3930
H -0.0189 -2.7073 2.1785
H 1.4735 -2.0408 2.8617
H 3.3827 -0.4813 2.7575
H 2.0792 0.5475 3.3692
H 3.7431 1.1264 3.3795
H 4.6503 0.1954 -0.1121
H 5.1629 1.7308 0.5825
H 4.2037 1.7204 -0.8914
H 1.4206 3.2135 2.0012
H 2.0806 3.6187 0.3976
H 3.1186 3.6297 1.8185
H -1.4746 0.2852 -2.7823
H -0.4950 -0.9908 -3.5454
H -0.5744 0.6535 -4.1802
H 0.4805 2.9718 -2.2534
H 1.5154 2.6340 -3.6412
H 2.2168 2.7477 -2.0265
H 2.3777 -1.5038 -2.9530
H 3.4522 -0.1819 -2.4711
H 2.7146 -0.1748 -4.0741
```

Computed properties:
E_HOMO (alpha / beta): -13.769 / -13.826 eV
E_LUMO (alpha / beta): -6.5 / -6.6 eV
energy relative to the best compared isomer or geometry (same formula, charge and spin): 0.000 eV
total energy: -102618.8187 eV
gap between HOMO and LUMO (alpha / beta): 7.267 / 7.273 eV
charge: +2

***

This record from the Open Molecules 2025 dataset describes a structure of composition C26H38N5S2Si2V. The level of theory is ωB97M-V/def2-TZVPD.

```
74
C26H38N5S2Si2V, DFT ωB97M-V/def2-TZVPD
V 0.3694 -0.4586 -0.2926
C -0.6143 -4.2218 2.0619
C 0.6534 -4.6122 2.5378
C 1.7565 -3.9218 2.1292
C 1.6183 -2.8199 1.2457
N 0.3740 -2.3847 0.8629
C -0.6786 -3.1148 1.2493
C 2.7117 -2.1221 0.6780
C 4.0718 -2.4121 0.9583
C 5.0655 -1.7282 0.3269
C 4.7219 -0.7376 -0.6272
C 3.3963 -0.4791 -0.8361
N 2.3833 -1.1045 -0.1989
H -1.5161 -4.7579 2.3213
H 0.7563 -5.4585 3.2068
H 2.7383 -4.2185 2.4687
H -1.6381 -2.7927 0.8723
H 4.3181 -3.1763 1.6816
H 6.1035 -1.9461 0.5466
H 5.4728 -0.1896 -1.1779
H 3.0856 0.2562 -1.5643
C -3.6450 -2.7771 -1.0783
Si -2.8984 -1.0682 -0.7002
C -4.0287 0.2350 -1.4563
C -3.0494 -0.7800 1.1636
N -1.2787 -0.9014 -1.2834
C -1.1399 -0.5754 -2.6470
C -1.9683 -1.0670 -3.6507
C -1.8306 -0.6560 -4.9764
C -0.8459 0.2593 -5.3002
C 0.0034 0.7514 -4.3118
C -0.1128 0.3512 -2.9745
N 0.6793 0.7905 -1.9271
Si 1.4444 2.3249 -1.9856
C 2.2948 2.7448 -0.3532
C 0.1975 3.6903 -2.3453
C 2.7989 2.4281 -3.3290
H -4.1689 -3.1905 -0.2119
H -2.8616 -3.4819 -1.3663
H -4.3624 -2.7255 -1.9018
H -5.0431 0.1297 -1.0585
H -4.0758 0.1784 -2.5438
H -3.6610 1.2294 -1.1887
H -3.7721 -1.4798 1.5939
H -3.4165 0.2345 1.3367
H -2.1133 -0.8719 1.7086
H -2.7303 -1.7952 -3.3958
H -2.4879 -1.0551 -5.7398
H -0.7232 0.5921 -6.3249
H 0.7743 1.4615 -4.5861
H 1.6829 3.4297 0.2382
H 3.2520 3.2344 -0.5526
H 2.4927 1.8733 0.2719
H -0.5619 3.7106 -1.5596
H -0.3079 3.5102 -3.2970
H 0.6737 4.6744 -2.3889
H 2.9796 1.4475 -3.7759
H 3.7451 2.7842 -2.9124
H 2.5195 3.1089 -4.1381
C -0.2260 0.9436 1.1344
H -1.0169 1.5450 0.6681
H 0.6020 1.6166 1.3727
H -0.6054 0.5532 2.0841
S 2.3546 -0.1999 3.3319
C 1.3991 0.4353 4.4910
N 0.8637 -0.2327 5.5430
C 0.3148 0.5748 6.6150
C -0.2610 1.7984 5.9164
S 0.8919 2.1197 4.5510
H 1.2174 -1.1618 5.7082
H 1.0968 0.8724 7.3238
H -0.4544 0.0195 7.1522
H -0.3140 2.6611 6.5763
H -1.2490 1.5894 5.5068
```

Computed properties:
E_HOMO (alpha / beta): -2.420 / -3.668 eV
E_LUMO (alpha / beta): 2.2 / 2.2 eV
energy relative to the best compared isomer or geometry (same formula, charge and spin): 1.124 eV
total energy: -98148.3149 eV
gap between HOMO and LUMO (alpha / beta): 4.597 / 5.841 eV
spin multiplicity: 4
charge: -1